1.
Molecular formula: C22H30Cl4F7NO8PSi
Method: DFT, wB97M-V/def2-TZVPD

Summary:
Orbital gap: 7.55 eV
LUMO: -4.59 eV
Strongest force on any atom: 2.79 eV Å⁻¹
Molar mass: 770.34 Da
HOMO level: -12.1364 eV
Calculated total energy: -127444.6111 eV
Net charge: +1

Geometry (Å):
C -2.847 -1.436 -3.385
O -1.699 -2.273 -3.177
C -1.082 -2.469 -4.448
C -0.007 -3.551 -4.378
C 1.364 -3.112 -3.757
C 1.217 -2.289 -2.487
C 1.195 -2.975 -1.243
C 1.303 -4.475 -1.090
C 2.790 -4.955 -1.149
F 3.023 -5.891 -0.165
C 1.039 -2.239 -0.084
C 0.900 -0.861 -0.136
C 0.687 -0.135 1.187
C 1.856 0.836 1.590
O 2.342 0.618 2.889
Si 1.353 1.175 4.168
C -0.233 2.032 3.630
C 2.247 2.385 5.321
C 0.979 -0.352 5.243
N 0.925 -0.244 -1.320
C 0.763 1.250 -1.268
O 1.758 1.892 -1.124
C -0.633 1.929 -1.442
F -1.580 1.016 -1.690
F -0.505 2.784 -2.465
C -1.069 2.807 -0.223
F -0.038 3.454 0.322
F -1.742 2.069 0.688
C -2.095 3.922 -0.680
F -3.015 3.412 -1.531
F -1.487 5.018 -1.128
C -2.875 4.350 0.631
O -2.266 4.722 1.598
O -4.228 4.269 0.630
C 1.103 -0.918 -2.506
P 1.149 0.140 -4.011
O -0.201 0.680 -4.181
O 2.201 1.354 -3.855
O 1.561 -0.645 -5.342
H -2.669 -0.682 -4.165
H -3.680 -2.100 -3.671
H -3.112 -0.903 -2.466
H -0.772 -1.524 -4.907
H -1.882 -2.868 -5.106
H -0.402 -4.311 -3.681
H 0.131 -4.087 -5.325
H 1.837 -4.058 -3.452
H 2.062 -2.689 -4.486
H 0.799 -4.948 -1.942
H 0.850 -4.851 -0.166
H 3.509 -4.127 -1.077
H 2.974 -5.460 -2.108
H 1.023 -2.735 0.883
H 0.623 -0.889 1.982
H -0.308 0.335 1.139
H 2.687 0.675 0.884
H 1.539 1.878 1.428
H -0.755 2.453 4.510
H -0.939 1.286 3.216
H -0.111 2.788 2.843
H 3.295 2.118 5.495
H 1.647 2.393 6.244
H 2.140 3.393 4.891
H 0.008 -0.291 5.745
H 1.059 -1.239 4.592
H 1.813 -0.443 5.955
H -4.529 3.409 0.302
H 3.043 0.938 -3.590
H 0.927 -0.363 -6.023
C -3.394 2.722 6.487
Cl -3.133 2.919 4.746
Cl -3.999 1.091 6.810
Cl -1.860 2.962 7.337
Cl -4.572 3.911 7.046

2.
Molecular formula: C22H30FN3O4S
Method: DFT, wB97M-V/def2-TZVPD

Summary:
Orbital gap: 9.05 eV
Energy above the lowest of the compared OMol25 structures with the same formula, charge and spin: 2.91 kcal per mole
LUMO: 0.42 eV
Strongest force on any atom: 0.93 eV Å⁻¹
Molar mass: 451.56 Da
HOMO level: -8.6368 eV
Calculated total energy: -49514.7517 eV
Net charge: 0
SMILES: CCOC(=O)c1c(C)[nH]c(C)c1S(=O)(=O)NCC1CCN(Cc2ccccc2F)CC1

Geometry (Å):
C 4.765 1.079 -2.816
C 3.296 0.741 -3.019
H 3.176 -0.245 -3.475
H 2.798 1.498 -3.634
O 2.619 0.648 -1.762
C 2.301 1.804 -1.158
O 2.367 2.882 -1.700
C 1.806 1.581 0.201
C 0.913 2.396 0.870
N 0.692 1.837 2.088
C 1.432 0.697 2.243
C 2.131 0.503 1.079
S 3.325 -0.782 0.776
O 4.483 -0.205 0.164
O 3.499 -1.505 2.006
N 2.684 -1.857 -0.306
H 2.603 -1.476 -1.232
C 1.636 -2.753 0.123
C 0.273 -2.531 -0.544
C -0.764 -3.481 0.059
C -2.146 -3.233 -0.542
N -2.542 -1.858 -0.306
C -3.923 -1.594 -0.662
C -4.385 -0.285 -0.080
C -5.314 0.514 -0.733
C -5.756 1.716 -0.213
C -5.256 2.144 1.004
C -4.329 1.367 1.679
C -3.903 0.165 1.143
H -3.180 -0.448 1.657
H -3.942 1.698 2.632
H -5.591 3.081 1.421
H -6.479 2.297 -0.763
F -5.810 0.110 -1.925
H -4.080 -1.591 -1.755
H -4.541 -2.396 -0.243
C -1.627 -0.957 -0.981
C -0.232 -1.100 -0.384
H 0.442 -0.399 -0.873
H -0.279 -0.853 0.677
H -1.982 0.068 -0.843
H -1.592 -1.162 -2.067
H -2.875 -3.891 -0.062
H -2.129 -3.470 -1.622
H -0.474 -4.519 -0.113
H -0.816 -3.313 1.135
H 0.374 -2.748 -1.614
H 1.961 -3.783 -0.074
H 1.561 -2.631 1.206
C 1.372 -0.092 3.498
H 1.539 0.550 4.362
H 0.396 -0.566 3.610
H 2.141 -0.859 3.468
H 0.083 2.222 2.793
C 0.227 3.637 0.434
H -0.848 3.474 0.348
H 0.622 3.941 -0.530
H 0.395 4.439 1.151
H 5.169 0.453 -2.023
H 4.868 2.120 -2.520
H 5.315 0.914 -3.738

3.
Molecular formula: C22H30IN3O5SSbZn
Method: DFT, wB97M-V/def2-TZVPD

Summary:
Orbital gap: 5.75 eV
Energy above the lowest of the compared OMol25 structures with the same formula, charge and spin: 6.53 kcal per mole
LUMO: 1.11 eV
Strongest force on any atom: 1.24 eV Å⁻¹
Molar mass: 762.62 Da
HOMO level: -4.6366 eV
Calculated total energy: -111906.2315 eV
Net charge: -1

Geometry (Å):
Zn 1.001 0.158 -1.941
O 5.065 1.279 2.433
C 4.193 1.097 1.412
C 4.582 0.522 0.202
C 3.618 0.337 -0.772
N 2.363 0.691 -0.569
C 1.975 1.259 0.558
C 2.865 1.489 1.590
C 0.468 1.500 0.639
O 0.025 2.169 1.560
O -0.185 0.916 -0.277
C 3.847 -0.279 -2.168
O 4.967 -0.685 -2.440
O 2.815 -0.269 -2.890
H 5.920 0.901 2.190
H 5.602 0.212 0.010
H 2.525 1.947 2.504
I -0.453 -1.568 -3.008
C -1.006 -4.701 1.069
C -1.839 -3.560 1.623
C -3.227 -3.613 1.014
Sb -0.922 -1.594 1.028
C -2.028 -0.268 2.445
C -2.643 -0.963 3.646
C -3.078 0.495 1.651
C 0.951 -1.699 2.259
C 2.070 -2.320 1.440
C 0.808 -2.400 3.596
H -1.522 -5.654 1.216
H -0.034 -4.763 1.555
H -0.850 -4.566 -0.001
H -1.906 -3.638 2.710
H -3.166 -3.482 -0.066
H -3.870 -2.833 1.415
H -3.697 -4.579 1.211
H -1.272 0.443 2.786
H -3.385 -1.698 3.346
H -3.137 -0.229 4.287
H -1.893 -1.466 4.251
H -3.823 -0.182 1.228
H -2.589 1.033 0.842
H -3.588 1.218 2.290
H 1.193 -0.649 2.442
H 1.878 -3.373 1.241
H 3.026 -2.242 1.969
H 2.175 -1.815 0.480
H 0.460 -3.424 3.471
H 0.114 -1.873 4.245
H 1.768 -2.431 4.116
N -2.946 4.719 -5.625
C -1.727 5.011 -5.134
S -1.053 6.483 -5.449
C -1.050 3.996 -4.326
C 0.337 4.010 -4.164
C 0.953 2.980 -3.476
N 0.283 1.972 -2.932
C -1.042 1.991 -3.012
C -1.748 2.963 -3.691
H -3.401 5.405 -6.204
H -3.328 3.790 -5.585
H 0.925 4.798 -4.611
H 2.031 2.947 -3.377
H -1.568 1.185 -2.522
H -2.825 2.897 -3.725

4.
Molecular formula: C22H30N2O2P2Pd
Method: DFT, wB97M-V/def2-TZVPD

Summary:
Orbital gap (alpha / beta): 7.47 / 6.68 eV
Energy above the lowest of the compared OMol25 structures with the same formula, charge and spin: 5.35 kcal per mole
LUMO (alpha / beta): -5.52 / -8.10 eV
Strongest force on any atom: 0.73 eV Å⁻¹
Molar mass: 522.86 Da
HOMO level (alpha / beta): -12.9838 / -14.7801 eV
Calculated total energy: -52418.1076 eV
2S+1: 5
Net charge: +2
Expectation value of S²: 6.101

Geometry (Å):
Pd 0.151 0.156 -0.259
O 1.033 2.146 0.260
C 2.114 2.496 0.785
C 2.201 3.816 1.363
C 3.379 4.312 1.831
C 4.552 3.537 1.743
C 4.497 2.233 1.256
C 3.315 1.667 0.811
C 3.329 0.254 0.486
N 2.346 -0.456 0.104
C 2.536 -1.902 0.025
C 1.359 -2.582 -0.670
N 0.127 -2.079 -0.097
C -0.799 -2.861 0.283
C -2.000 -2.448 0.990
C -3.052 -3.340 1.086
C -4.210 -3.029 1.796
C -4.315 -1.808 2.484
C -3.296 -0.902 2.427
C -2.106 -1.157 1.656
O -1.217 -0.273 1.589
H 1.290 4.400 1.392
H 3.418 5.300 2.268
H 5.494 3.956 2.069
H 5.402 1.637 1.239
H 4.293 -0.238 0.653
H 2.606 -2.289 1.045
H 3.462 -2.154 -0.497
H 1.454 -3.665 -0.553
H 1.369 -2.342 -1.737
H -0.695 -3.939 0.124
H -2.968 -4.299 0.586
H -5.027 -3.737 1.830
H -5.202 -1.591 3.064
H -3.338 0.038 2.963
C -3.574 1.095 -0.935
P -1.903 1.662 -0.461
C -2.217 2.847 0.888
C -1.349 2.669 -1.894
C -1.092 1.780 -3.110
P -0.125 0.244 -2.723
C -1.099 -1.056 -3.555
C 1.359 0.370 -3.777
H -3.537 0.397 -1.770
H -4.187 1.955 -1.209
H -4.027 0.591 -0.081
H -2.253 3.864 0.498
H -1.425 2.774 1.632
H -3.168 2.606 1.360
H -0.432 3.170 -1.578
H -2.094 3.433 -2.129
H -0.551 2.337 -3.876
H -2.041 1.462 -3.548
H -1.294 -0.752 -4.584
H -2.050 -1.211 -3.044
H -0.554 -2.000 -3.562
H 1.088 0.749 -4.762
H 1.819 -0.612 -3.887
H 2.079 1.046 -3.316